[1]
{
  "formula": "H14NO5",
  "method": "the ωB97M-V functional and the def2-TZVPD basis",
  "elements": ["N", "H", "H", "H", "H", "H", "H", "O", "H", "H", "O", "H", "H", "O", "H", "H", "O", "H", "H", "O"],
  "positions_angstrom": [[-0.0377, 1.2249, -0.1766], [-0.9716, 1.6528, -0.0552], [0.6482, 1.7381, 0.4026], [-0.1457, 0.2161, -0.0383], [0.3172, 1.1901, -1.2205], [1.4803, -0.0928, 1.6329], [2.3933, 0.8452, 2.3403], [1.8843, 0.7763, 1.5227], [-0.9171, -1.5704, 2.4152], [-0.0977, -2.1716, 1.1599], [-0.1713, -1.4391, 1.8061], [2.5651, -1.6986, 1.5499], [3.6011, -2.8334, 1.6040], [3.1969, -2.1916, 1.0219], [-2.5172, 0.9425, -3.3991], [-2.5465, -0.5666, -3.8901], [-2.0456, 0.1094, -3.4257], [-2.6828, 0.7187, -1.1966], [-3.1728, 2.3043, -0.9879], [-2.5641, 1.5903, -0.8299]],
  "forces_ev_per_angstrom": [[0.9, 0.0, -3.0], [-0.1, -0.1, -0.9], [0.1, -1.2, 0.1], [0.3, 0.3, 1.2], [-1.2, 0.9, 2.3], [-0.5, 0.0, 0.0], [0.2, 0.4, -0.2], [0.3, -0.2, 0.6], [0.4, -0.3, -0.5], [-0.4, 0.3, 0.9], [0.3, 0.1, -0.7], [0.2, -0.2, 0.2], [0.1, -0.2, 0.3], [-0.2, 0.3, -0.5], [-0.4, -0.1, -0.5], [-0.3, 0.3, -0.1], [0.6, -0.2, 0.7], [-1.0, 0.0, -0.7], [-0.8, -0.4, -0.5], [1.5, 0.5, 1.2]],
  "total_charge": 1,
  "energy_ev": -11948.5942,
  "gap_ev": 11.1,
  "e_above_lowest_kcal_mol": 42.15
}


[2]
{
  "formula": "C2H4BrCl",
  "method": "the ωB97M-V functional and the def2-TZVPD basis",
  "elements": ["C", "C", "Cl", "Br", "H", "H", "H", "H"],
  "positions_angstrom": [[0.7923, -0.3118, 0.2777], [-0.4691, 0.1634, -0.3910], [-0.7720, 1.9931, 0.0295], [-2.1159, -0.7783, 0.0031], [0.3288, -0.5843, 1.2041], [1.3111, -1.2314, -0.1397], [1.4983, 0.5836, 0.4306], [-0.5736, 0.1656, -1.4143]],
  "forces_ev_per_angstrom": [[0.6, 0.5, 0.1], [-0.7, 1.8, 0.8], [0.4, -1.5, -0.2], [0.1, -0.3, 0.5], [0.8, -0.3, 1.2], [-0.8, 1.3, 0.1], [-1.0, -1.6, -0.3], [0.6, 0.2, -2.3]],
  "energy_ev": -84703.2288,
  "gap_ev": 11.2,
  "e_above_lowest_kcal_mol": 17.09
}


[3]
{
  "formula": "C2H7NO3P",
  "method": "the ωB97M-V functional and the def2-TZVPD basis",
  "elements": ["C", "C", "N", "O", "O", "O", "P", "H", "H", "H", "H", "H", "H", "H"],
  "positions_angstrom": [[0.8847, -1.3529, -0.4063], [0.2425, -0.9300, 0.6616], [-1.1990, 0.5538, -1.0829], [-2.5020, -0.4217, 0.7374], [-0.9135, 1.5518, 1.2830], [1.7763, 1.4169, 0.7041], [-1.1823, 0.2738, 0.5941], [1.6772, -2.0249, -0.4021], [1.5483, 1.2071, -0.2161], [0.5874, -1.1677, -1.4791], [0.5928, -1.1913, 1.6358], [-1.8708, -0.1746, -1.3000], [-0.4562, 0.7612, -1.7726], [0.8145, 1.4985, 1.0432]],
  "forces_ev_per_angstrom": [[-1.3, 0.1, -2.1], [-0.9, 1.0, 0.2], [-0.2, 0.3, -0.8], [0.5, -0.4, 0.7], [1.1, 0.6, 1.2], [-1.4, 0.4, -0.1], [-0.9, -0.9, -1.9], [1.6, -1.1, 0.6], [0.5, 0.0, 0.3], [0.0, 0.3, 1.4], [0.3, -0.3, 0.6], [0.2, 0.2, -1.2], [-0.8, -0.4, 1.1], [1.3, 0.3, 0.0]],
  "total_charge": -1,
  "energy_ev": -19111.7905,
  "gap_ev": 9.1,
  "e_above_lowest_kcal_mol": 21.40
}


[4]
{
  "formula": "C44H57AsCaO4PSSi",
  "method": "the ωB97M-V functional and the def2-TZVPD basis",
  "elements": ["Ca", "C", "C", "C", "C", "C", "C", "C", "C", "C", "H", "H", "H", "H", "H", "H", "H", "H", "H", "H", "H", "H", "O", "S", "O", "O", "O", "C", "Si", "C", "C", "C", "C", "C", "C", "C", "C", "H", "H", "H", "H", "H", "H", "H", "H", "H", "H", "H", "H", "H", "H", "H", "H", "H", "H", "H", "H", "H", "C", "C", "As", "C", "C", "C", "C", "C", "C", "C", "C", "C", "C", "C", "C", "P", "C", "C", "C", "C", "C", "C", "C", "C", "C", "C", "C", "C", "H", "H", "H", "H", "H", "H", "H", "H", "H", "H", "H", "H", "H", "H", "H", "H", "H", "H", "H", "H", "H", "H", "H", "H"],
  "positions_angstrom": [[-0.1680, 0.9890, 2.2695], [-3.8071, -1.4443, 0.3193], [-3.7630, -0.3824, 1.3780], [-3.6635, -0.7290, 2.7202], [-3.5822, 0.2457, 3.7063], [-3.5622, -0.1383, 5.1586], [-3.5563, 1.5844, 3.3313], [-3.6510, 1.9581, 1.9954], [-3.6174, 3.3999, 1.5933], [-3.7897, 0.9639, 1.0371], [-2.7874, -1.6641, -0.0088], [-4.3787, -1.1160, -0.5491], [-4.2466, -2.3643, 0.7031], [-3.6584, -1.7753, 3.0021], [-4.5664, -0.0409, 5.5796], [-2.8927, 0.5109, 5.7206], [-3.2354, -1.1703, 5.2836], [-3.4706, 2.3498, 4.0947], [-3.3231, 3.4922, 0.5499], [-2.8715, 3.9270, 2.1847], [-4.5930, 3.8722, 1.7361], [-3.9204, 1.2525, 0.0016], [1.8070, 3.0148, 1.5941], [0.6062, 2.8025, 0.7866], [0.5246, 3.6106, -0.4108], [0.6003, 1.3028, 0.4431], [-0.5850, 2.9516, 1.6746], [0.2972, -1.5145, 5.5954], [0.9866, -0.1165, 4.4160], [1.2385, 1.4025, 5.6567], [-0.1594, 1.8733, 6.0656], [2.0315, 1.0977, 6.9311], [1.9162, 2.5670, 4.9356], [2.6753, -0.9367, 3.8126], [3.5703, 0.1030, 3.1421], [3.4848, -1.6530, 4.8979], [2.2991, -1.9702, 2.7516], [0.9651, -1.7684, 6.4166], [0.1131, -2.4254, 5.0289], [-0.6553, -1.2195, 6.0291], [-0.6972, 1.0887, 6.5994], [-0.7344, 2.1509, 5.1766], [-0.0937, 2.7442, 6.7237], [1.5849, 0.2716, 7.4831], [2.0563, 1.9731, 7.5878], [3.0624, 0.8373, 6.6915], [1.4608, 2.7718, 3.9634], [2.9708, 2.3621, 4.7622], [1.8501, 3.4779, 5.5418], [4.0361, 0.7446, 3.8895], [3.0151, 0.7379, 2.4469], [4.3706, -0.3843, 2.5771], [3.7452, -0.9801, 5.7123], [4.4156, -2.0496, 4.4840], [2.9214, -2.4871, 5.3127], [1.8092, -1.4808, 1.9072], [1.6193, -2.7200, 3.1589], [3.1890, -2.4826, 2.3769], [-0.3159, -1.8260, -2.1849], [0.5437, -1.7500, -3.4287], [-0.1217, -2.8631, -4.9161], [0.9684, -2.0373, -6.3263], [2.1290, -1.3214, -6.0618], [2.8697, -0.7664, -7.0919], [2.4688, -0.9317, -8.4044], [1.3254, -1.6617, -8.6844], [0.5859, -2.2106, -7.6522], [-1.7567, -1.8348, -5.2932], [-2.9773, -2.5000, -5.3462], [-4.1503, -1.8135, -5.6085], [-4.1175, -0.4456, -5.8161], [-2.9090, 0.2295, -5.7600], [-1.7391, -0.4620, -5.5037], [0.1235, -0.5029, -0.8564], [-0.3451, 0.8627, -1.9929], [-1.6997, 1.1668, -1.9348], [-2.2449, 2.1948, -2.6775], [-1.4344, 2.9241, -3.5302], [-0.0898, 2.6190, -3.6144], [0.4599, 1.6033, -2.8480], [1.9439, -0.7263, -0.9376], [2.4275, -2.0228, -0.7695], [3.7825, -2.2837, -0.7116], [4.6893, -1.2395, -0.8040], [4.2227, 0.0580, -0.9364], [2.8643, 0.3180, -0.9967], [-0.2828, -2.8247, -1.7376], [-1.3641, -1.6326, -2.4541], [1.5639, -2.0692, -3.1929], [0.5802, -0.7135, -3.7786], [2.4648, -1.1862, -5.0425], [3.7666, -0.2040, -6.8630], [3.0457, -0.4943, -9.2094], [1.0118, -1.8062, -9.7103], [-0.3115, -2.7817, -7.8689], [-3.0002, -3.5729, -5.1765], [-5.0919, -2.3462, -5.6527], [-5.0330, 0.0949, -6.0225], [-2.8780, 1.3006, -5.9155], [-0.8015, 0.0800, -5.4654], [-2.3216, 0.5739, -1.2744], [-3.2987, 2.4310, -2.5873], [-1.8510, 3.7294, -4.1245], [0.5436, 3.1876, -4.2841], [1.5192, 1.4009, -2.9249], [1.7277, -2.8401, -0.6512], [4.1287, -3.3017, -0.5901], [5.7522, -1.4382, -0.7462], [4.9276, 0.8798, -0.9825], [2.5066, 1.3386, -1.0251]],
  "forces_ev_per_angstrom": [[-2.5, -2.6, 2.2], [0.1, 0.0, 0.0], [-0.1, -0.1, 0.0], [0.0, 0.0, 0.0], [0.0, 0.0, 0.1], [0.0, 0.0, 0.0], [0.1, 0.0, 0.0], [-0.1, 0.0, 0.0], [0.0, 0.1, 0.0], [0.1, -0.1, -0.1], [0.0, -0.1, -0.1], [0.0, 0.0, 0.0], [0.0, 0.0, 0.0], [0.0, 0.0, 0.0], [0.0, 0.0, 0.1], [0.0, 0.0, 0.1], [0.0, 0.0, 0.1], [0.0, 0.0, 0.0], [0.0, 0.1, 0.0], [0.0, 0.1, 0.0], [0.0, 0.0, 0.0], [0.1, 0.0, -0.1], [-0.2, -0.2, 0.0], [1.8, 2.5, -2.0], [-0.2, -0.4, 0.3], [1.0, 1.3, -1.3], [-0.7, 1.1, -0.1], [0.1, 0.4, -0.3], [0.7, -1.1, 1.8], [0.3, -0.1, 0.1], [0.1, -0.3, -0.2], [-0.1, -0.1, -0.3], [-0.1, -0.1, 0.0], [0.1, 0.1, 0.2], [-0.1, 0.1, 0.1], [-0.3, 0.2, -0.1], [-0.2, 0.2, 0.2], [0.2, 0.0, 0.1], [0.0, -0.2, -0.1], [-0.2, 0.1, 0.1], [-0.1, 0.0, 0.0], [-0.2, 0.1, 0.1], [0.0, 0.1, 0.0], [0.0, -0.1, 0.1], [0.0, 0.1, 0.1], [0.1, 0.0, 0.0], [0.1, 0.2, 0.0], [0.1, 0.0, -0.1], [0.0, 0.1, 0.0], [0.1, 0.1, 0.0], [0.0, 0.1, -0.1], [0.1, -0.1, -0.1], [0.0, 0.0, 0.1], [0.1, -0.1, -0.1], [0.0, -0.1, 0.1], [0.0, -0.1, -0.1], [-0.1, -0.1, 0.0], [0.1, 0.0, -0.1], [-0.1, 0.1, 0.3], [0.1, -0.1, -0.1], [0.0, 0.3, 0.0], [0.0, -0.1, 0.0], [0.0, 0.0, 0.3], [0.2, 0.1, 0.0], [0.1, 0.1, -0.1], [-0.1, -0.1, -0.1], [-0.2, -0.1, 0.0], [0.0, -0.2, 0.0], [0.2, -0.3, 0.1], [-0.2, 0.0, 0.0], [-0.1, 0.0, 0.0], [0.0, 0.2, 0.0], [0.2, 0.1, 0.0], [-0.4, -1.2, -1.4], [0.0, 0.0, 0.2], [-0.1, -0.1, 0.1], [-0.2, 0.0, 0.0], [-0.1, 0.1, -0.1], [0.2, 0.1, -0.2], [0.0, -0.1, 0.0], [0.0, 0.2, 0.2], [-0.2, 0.0, 0.0], [0.1, 0.0, -0.1], [0.1, -0.1, 0.0], [0.2, 0.1, -0.1], [-0.2, 0.1, 0.1], [0.0, 0.0, 0.0], [0.1, 0.0, 0.2], [-0.1, 0.0, -0.2], [0.1, -0.2, -0.1], [0.0, 0.0, 0.0], [0.0, 0.0, 0.0], [0.0, 0.0, 0.0], [0.0, 0.0, 0.0], [0.0, 0.0, -0.1], [0.0, 0.1, 0.0], [0.0, 0.0, 0.0], [0.0, 0.0, 0.0], [0.0, 0.0, 0.0], [0.0, 0.0, 0.0], [-0.1, 0.1, 0.0], [0.0, 0.0, 0.0], [0.0, 0.0, 0.0], [0.1, 0.0, 0.0], [0.0, 0.0, 0.0], [0.0, -0.1, -0.1], [0.0, 0.0, 0.1], [0.0, 0.0, 0.0], [0.0, 0.0, 0.0], [0.1, 0.0, 0.0]],
  "total_charge": -1,
  "energy_ev": -162026.1478,
  "gap_ev": 6.6,
  "e_above_lowest_kcal_mol": 0.00
}